47
Properties=species:S:1:pos:R:3:forces:R:3 method="wB97M-V/def2-TZVPD" charge=-1 fmax_ev_per_a=1.23 total_energy_ev=-57990.0431 mol_weight_g_mol=393.2
N 2.1219 2.0845 2.4228 -0.157 -0.424 -0.048
P 2.7736 0.7707 1.8777 -0.558 0.550 0.300
O 4.2595 1.0450 1.3507 -0.031 0.034 -0.147
O 2.9914 -0.3860 2.9668 0.179 0.023 0.017
C 1.8807 0.0202 0.4694 0.981 -0.407 -0.585
C 1.4455 1.0703 -0.5672 -0.168 0.562 0.424
C 0.4130 2.1407 -0.2028 -0.245 0.058 -0.189
C -0.9367 1.6177 0.2946 -0.150 0.049 0.140
C -2.1163 2.4919 -0.1525 0.172 -0.121 0.255
N -3.3682 1.7627 -0.2416 -0.193 0.283 -0.134
C -4.2785 1.5806 0.7574 -0.055 -0.146 0.204
C -5.3000 0.8026 0.2763 -0.169 -0.122 -0.139
C -5.0044 0.5188 -1.0791 0.120 0.054 -0.164
C -3.8122 1.1348 -1.3700 0.064 -0.031 0.166
C 0.8693 -1.0400 0.8994 -0.163 -0.113 0.626
O 0.6462 -1.8298 -0.2220 0.050 0.171 -0.066
P 2.1432 -2.1217 -1.0616 -0.184 -0.404 -1.143
P 2.7366 -3.6678 0.5209 -0.985 0.268 0.684
O 1.6169 -4.3465 1.2399 0.115 -0.186 -0.032
O 3.6353 -4.7941 -0.2497 0.191 -0.075 -0.197
O 3.7847 -3.0890 1.6141 0.452 -0.130 -0.120
O 2.8557 -0.7888 -0.1991 -0.100 0.104 0.091
H 1.8786 2.0944 3.4038 0.107 0.191 -0.017
H 4.2705 1.9816 1.1072 0.200 -0.076 0.102
H 2.4010 -0.2170 3.7104 0.061 -0.146 -0.035
H 1.1108 0.5390 -1.4552 -0.006 -0.193 0.088
H 2.3673 1.5896 -0.8477 0.027 -0.060 -0.152
H 0.8261 2.8442 0.5157 0.027 -0.026 0.088
H 0.2187 2.7114 -1.1191 0.119 -0.024 -0.074
H -0.9370 1.6022 1.3872 0.050 -0.193 0.028
H -1.1232 0.5937 -0.0316 0.058 0.022 -0.219
H -2.2515 3.3050 0.5619 -0.053 0.145 -0.130
H -1.9201 2.9263 -1.1328 -0.005 0.012 -0.029
H -4.1404 1.9974 1.7410 0.140 0.043 -0.016
H -6.1660 0.4526 0.8123 0.016 0.092 0.136
H -5.5846 -0.0731 -1.7669 -0.043 -0.013 0.014
H -3.2325 1.1620 -2.2757 0.034 -0.107 0.046
H -0.0547 -0.6609 1.3382 -0.127 0.092 -0.291
H 1.3441 -1.6407 1.6848 0.002 0.003 0.059
H 1.7256 -1.2993 -2.1687 0.028 0.083 0.145
H 1.5367 -3.2827 -1.6909 0.067 -0.001 0.157
H 3.3866 -2.4073 -1.7276 0.076 0.165 0.323
H 3.0090 -5.3751 -0.6998 0.100 -0.029 0.033
H 3.7368 -3.6553 2.3970 -0.026 0.040 -0.048
O -3.5484 -0.1214 -4.2556 -0.042 0.036 -0.209
H -4.2729 -0.7534 -4.2872 0.040 -0.037 0.064
H -3.9377 0.7099 -4.5448 -0.017 -0.014 -0.007


80
Properties=species:S:1:pos:R:3:forces:R:3 method="wB97M-V/def2-TZVPD" charge=-1 fmax_ev_per_a=2.39 total_energy_ev=-65655.2998 mol_weight_g_mol=606.1
C -2.8411 -1.7620 -0.7614 0.418 -0.067 -0.172
C -2.5087 -2.9215 -0.8063 0.858 -0.344 -0.116
C -1.7853 -4.2500 -0.8985 -0.490 0.366 -0.402
C -0.2851 -4.0466 -1.2062 -0.517 -0.223 0.807
C 0.6630 -4.1867 -0.2050 0.663 0.578 -1.695
Cl 0.1756 -4.5693 1.4504 0.237 0.084 -0.619
C 2.0695 -3.9829 -0.5285 0.049 -0.786 0.674
C 3.1177 -4.0930 0.5986 0.250 1.582 -0.133
C 3.0865 -2.7044 1.3712 -1.347 -0.333 -0.636
C 3.1903 -1.4802 0.4047 0.182 0.687 0.748
C 3.4807 -0.1302 1.1888 0.287 -0.779 -1.030
C 4.8805 0.4303 0.7927 -0.352 0.966 0.884
C 5.0326 1.9734 1.0614 1.485 -0.984 0.774
O 4.9037 2.7756 -0.1226 -1.422 0.077 0.973
C 3.6013 3.1225 -0.4165 -0.987 0.141 -1.259
C 2.6194 3.7190 0.6137 1.410 -0.755 1.193
O 3.2253 2.9935 -1.5512 0.341 0.166 0.116
C 2.4566 -3.6824 -1.8217 -0.194 0.163 -0.372
C 3.9661 -3.4996 -2.1578 2.144 0.142 -0.940
O 4.6922 -4.5182 -2.0984 -1.165 -0.793 0.465
O 4.4344 -2.3859 -2.4923 -1.663 0.314 0.515
C 1.4773 -3.5274 -2.8978 1.159 -0.122 2.085
N 1.9466 -3.1988 -4.1381 -2.350 -0.338 -0.016
C 0.9399 -3.0566 -4.9814 0.066 0.296 -0.799
C -0.4630 -3.2060 -4.6710 -0.171 -0.446 -0.028
C -1.5068 -2.9591 -5.7680 0.225 1.525 0.198
C -1.6650 -1.4057 -5.8726 0.070 -0.302 -0.152
O -1.2363 -0.7621 -6.7958 -0.057 -0.217 0.046
N -0.9001 -3.5487 -3.4730 1.112 0.272 -0.645
C 0.1037 -3.7018 -2.5594 -0.026 -0.168 0.676
H -2.9744 -0.6887 -0.7969 -0.294 -0.771 0.141
H -2.2178 -4.8717 -1.7110 0.107 0.553 0.384
H -1.9380 -4.8228 0.0341 0.252 0.408 -0.430
H 4.1398 -4.1685 0.1790 -0.735 -0.404 -0.013
H 2.9101 -4.9406 1.2752 0.078 0.416 -0.308
H 2.0568 -2.6439 1.7978 0.789 0.088 0.233
H 3.8154 -2.6666 2.2033 -0.171 -0.037 -0.501
H 3.9701 -1.6078 -0.3693 -0.465 -0.122 0.327
H 2.2279 -1.3117 -0.1214 0.574 -0.485 0.179
H 2.6847 0.5986 0.9308 0.425 -0.292 0.301
H 3.4602 -0.3556 2.2733 -0.099 0.452 -0.413
H 5.1542 0.2535 -0.2647 -0.263 -0.088 0.541
H 5.6252 -0.0530 1.4624 -0.261 0.090 -0.653
H 6.0833 2.1073 1.4036 -0.618 0.250 -0.339
H 4.4014 2.3113 1.9090 0.081 -0.063 -0.642
H 2.3823 2.9124 1.3442 -0.080 0.539 -0.423
H 3.1659 4.4868 1.2050 -0.536 -0.227 -0.368
H 1.6883 4.0957 0.1738 0.660 -0.139 -0.081
H 1.1986 -2.7931 -6.0239 -0.138 -0.122 0.586
H -1.1458 -3.2884 -6.7574 -0.306 -0.030 0.460
H -2.5085 -3.3405 -5.4982 0.680 -0.211 -0.042
H -2.1857 -0.8586 -5.0450 0.185 -0.584 -0.081
O 0.0396 5.6732 1.1549 0.130 0.148 -0.095
C 0.2442 6.6842 1.7659 -0.141 -0.201 0.330
O 1.3017 7.4551 1.4439 0.118 0.033 -0.446
C 1.5084 8.7751 1.9512 0.104 0.071 0.243
C 2.2469 8.7474 3.2738 -0.030 -0.121 0.139
C -0.6023 7.0630 2.9563 -0.413 0.369 -0.149
H 0.5671 9.3240 2.0119 -0.033 -0.075 0.049
H 2.1188 9.2889 1.2085 -0.047 -0.182 -0.105
H 1.6711 8.2324 4.0441 -0.041 0.087 -0.005
H 2.4545 9.7618 3.6182 0.002 -0.016 -0.020
H 3.1912 8.2111 3.1697 -0.007 0.076 -0.072
H -0.1916 6.5953 3.8509 0.019 0.038 -0.015
H -1.6110 6.6889 2.7911 0.129 -0.202 0.017
H -0.6917 8.1369 3.1078 0.179 -0.014 0.144
O -5.6335 -0.5322 0.0390 -0.052 -0.116 -0.036
C -6.2562 -1.1577 0.8499 -0.190 0.242 -0.017
O -6.2885 -2.5015 0.7734 0.313 -0.206 -0.145
C -6.8055 -3.3448 1.8030 -0.227 -0.045 0.044
C -8.2993 -3.5488 1.6501 -0.127 0.129 -0.040
C -7.0890 -0.4645 1.9014 0.290 0.047 0.505
H -6.5363 -2.9681 2.7912 -0.036 0.072 -0.025
H -6.2975 -4.3024 1.6883 0.117 0.124 -0.134
H -8.8449 -2.6092 1.7501 0.020 -0.024 0.091
H -8.6703 -4.2454 2.4039 0.017 0.002 -0.018
H -8.5283 -3.9466 0.6603 0.073 -0.060 0.046
H -8.0791 -0.2581 1.4954 0.006 -0.045 0.018
H -6.6051 0.4773 2.1541 -0.058 0.030 -0.223
H -7.1791 -1.0246 2.8301 -0.194 -0.085 -0.080


9
Properties=species:S:1:pos:R:3:forces:R:3 method="wB97M-V/def2-TZVPD" fmax_ev_per_a=1.86 total_energy_ev=-15338.3649 mol_weight_g_mol=283.7
C 0.6729 2.0753 -0.1927 -1.778 -0.296 -0.470
O 1.2356 -0.2087 1.4632 0.961 0.611 1.075
C 1.8103 0.8552 1.6521 0.746 0.517 -0.470
C 1.8778 2.0059 0.6123 0.998 -1.077 0.612
Mg -2.6497 -2.4171 -1.9376 -0.112 -0.103 -0.085
H 2.3254 1.0219 2.6233 -0.145 -0.096 -0.280
H 2.3413 2.9014 1.0832 -0.484 -0.318 -0.268
H 2.5300 1.6694 -0.2367 0.524 -0.006 0.931
Tl -0.3295 -0.2297 -0.2430 -0.709 0.768 -1.046


26
Properties=species:S:1:pos:R:3:forces:R:3 method="wB97M-V/def2-TZVPD" fmax_ev_per_a=2.26 total_energy_ev=-13659.7793 relative_energy_ev=1.507 mol_weight_g_mol=148.2
C 0.9079 -2.5906 -1.0616 0.005 -0.177 0.272
C -0.0804 -1.6803 -0.3858 0.890 -0.265 -0.884
C -0.5801 -0.5685 -0.9273 -1.252 0.258 1.539
C -0.1400 0.0669 -2.2207 1.621 -1.143 1.077
C -1.6562 0.1476 -0.1038 0.230 -0.816 0.295
C -1.0893 1.3574 0.6787 0.105 0.251 -1.543
C -1.9097 2.5855 0.4009 -0.251 0.690 0.728
O -1.5177 3.7216 0.4751 0.109 -0.275 -0.187
H 1.2319 -2.2157 -2.0250 -0.013 -0.053 -0.195
H 1.8089 -2.7795 -0.4704 -0.042 0.196 0.101
H 0.4401 -3.5737 -1.1769 0.074 0.036 -0.247
H -0.3627 -2.0504 0.5940 -0.544 0.244 0.017
H -0.1237 -0.7279 -2.9642 -0.441 0.498 -0.597
H -0.6013 1.0105 -2.4717 -0.422 -0.140 -0.235
H 0.9296 0.2550 -2.0370 -0.137 0.362 -0.385
H -2.4942 0.3765 -0.7717 0.160 0.585 0.037
H -2.1011 -0.5864 0.5719 0.131 0.021 0.140
H -0.0876 1.5470 0.2776 0.018 0.216 0.271
H -0.9775 1.2647 1.7581 -0.216 -0.346 0.037
H -2.9827 2.4029 0.1918 -0.044 -0.104 -0.184
O 2.6884 1.5925 1.0836 -0.023 -0.483 0.132
H 1.9540 1.0995 1.5000 0.401 0.246 -0.065
H 3.4620 1.0394 1.2728 -0.273 0.302 -0.124
O 1.0833 -0.1677 2.6884 0.693 -0.279 0.441
H 0.4495 -0.6885 2.2099 -0.724 -0.236 -0.557
H 1.7485 -0.8379 2.9133 -0.055 0.412 0.117